#P
Entry from the Open Molecules 2025 dataset: a cluster of 2 separate species, C5H8O4 in total (ωB97M-V/def2-TZVPD).

HOMO-LUMO gap = 7.617 eV
total charge = -2
spin multiplicity = 1

Each line ends with the Mulliken charge.
Positions of all 17 atoms, in Å:
C -0.87504 -2.03434 -0.35742  -0.8282
C -0.27872 -2.00609 -1.75831  0.6228
O 0.77957 -2.64443 -2.05067  -0.7714
O -0.99169 -1.44616 -2.63128  -0.7446
H -1.87658 -2.38572 -0.36928  0.2777
H -0.92811 -1.18520 0.29385  0.2079
H -0.08214 -2.49590 0.25752  0.2330
C -0.09567 1.70809 0.32239  0.3203
C 1.09464 2.46751 -0.20694  -1.1653
C 0.06884 1.30782 1.87052  0.5622
O 1.23622 1.03639 2.22374  -0.7374
O -0.95341 1.41630 2.58139  -0.7574
H -1.08106 2.14227 0.12650  0.2530
H -0.30325 0.74181 -0.15506  -0.3771
H 1.10895 3.52495 -0.04736  0.2816
H 1.33450 2.32608 -1.29131  0.3473
H 1.95269 1.89794 0.19271  0.2758

#Q
Entry from the Open Molecules 2025 dataset: a cluster of 2 separate species, C5H8O4 in total (ωB97M-V/def2-TZVPD).

HOMO-LUMO gap = 7.122 eV
total charge = -2
spin multiplicity = 1

Each line ends with the Mulliken charge.
Positions of all 17 atoms, in Å:
C 0.54100 -1.81021 1.96316  -0.4502
C 0.24405 -2.86123 0.82918  -0.9457
C -0.34961 -0.53623 2.11319  0.4737
O 0.43848 0.42947 1.84414  -0.7207
O -1.53015 -0.57297 2.49793  -0.7611
H 0.85810 -2.32381 2.85479  0.3281
H 1.43404 -1.39341 1.57235  0.2531
H -0.30510 -3.71069 1.21271  0.2758
H 1.21683 -3.25647 0.49819  0.2486
H -0.30662 -2.31375 0.07360  0.2985
C 1.13489 0.87286 -2.98265  -0.8133
C -0.16973 1.61404 -2.18202  0.4840
O 0.03732 2.84436 -2.25183  -0.6970
O -0.95618 0.85490 -1.61698  -0.6037
H 0.76791 0.09896 -3.66327  0.2321
H 1.57641 0.55548 -2.04177  0.1289
H 1.57493 1.68131 -3.54584  0.2691

Energies relative to the minimum, eV: #P 0.000; #Q 0.847

#P
Entry from the Open Molecules 2025 dataset: a cluster of 2 separate species, C5H14SSi in total (ωB97M-V/def2-TZVPD).

HOMO-LUMO gap (alpha / beta) = 6.842 / 6.832 eV
spin multiplicity = 1

Each line ends with the Mulliken charge.
Positions of all 21 atoms, in Å:
C 2.31281 0.11840 -0.80412  -1.0021
C -1.38483 -0.26003 1.74907  -0.9211
C -0.58366 2.16210 -0.04491  -1.0481
C -1.26197 -0.53313 -1.39485  -0.8973
C 1.35387 -0.13740 0.28225  -0.0630
Si -0.48512 0.25640 0.15165  0.0659
S 1.07339 -3.06249 0.10405  -0.3648
H 2.92128 -0.76574 -0.99706  0.2905
H 3.01377 0.90331 -0.49786  0.3243
H 1.81833 0.41620 -1.72524  0.3074
H -1.00858 0.28422 2.60906  0.3168
H -2.44897 -0.06185 1.67163  0.3087
H -1.26854 -1.32044 1.95539  0.2559
H -0.02072 2.67913 0.72269  0.3406
H -0.19261 2.47331 -1.00904  0.3169
H -1.61429 2.50028 0.01419  0.3118
H -2.31418 -0.27861 -1.48588  0.3251
H -0.76472 -0.19517 -2.30003  0.3274
H -1.17769 -1.61481 -1.36699  0.3024
H 1.79604 -0.37264 1.23856  0.4440
H 0.23638 -3.19102 1.12743  0.0588

#Q
Entry from the Open Molecules 2025 dataset: a cluster of 2 separate species, C5H14SSi in total (ωB97M-V/def2-TZVPD).

HOMO-LUMO gap = 8.386 eV
structure (SMILES) = C=[Si](C)C(C)C.S
spin multiplicity = 1

Each line ends with the Mulliken charge.
Positions of all 21 atoms, in Å:
C -1.79658 1.28666 0.81577  -1.7050
C 0.74622 1.30511 0.52039  -1.2832
C -0.47151 -1.23153 -1.39862  -0.7374
C -1.11224 -2.60293 1.51967  -1.1219
C -0.44649 0.63390 0.98834  0.5882
Si -0.62241 -1.17203 0.36927  0.2874
S 4.18354 0.25485 -0.97706  -0.2828
H -1.98611 2.05308 1.47019  0.4341
H -1.71768 1.60312 -0.12655  0.5114
H -2.59548 0.55022 0.89814  0.3336
H 1.57550 0.51003 0.76028  0.2218
H 0.94051 2.33177 0.88566  0.3702
H 0.81691 1.34306 -0.58735  0.3085
H 3.65596 1.23828 -0.28786  0.1181
H 0.10684 -0.47853 -1.79498  0.2467
H -0.81429 -2.09950 -2.03774  0.2727
H -0.68578 -3.52280 1.15622  0.3192
H -0.81418 -2.42319 2.47692  0.3771
H -2.17052 -2.90108 1.53997  0.3563
H -0.24372 0.57356 2.13803  0.2390
H 3.58207 0.66195 -2.10661  0.1460

Energies relative to the minimum, eV: #P 0.000; #Q 1.295

#P
Entry from the Open Molecules 2025 dataset: a cluster of 2 separate species, C6H4O3 in total (ωB97M-V/def2-TZVPD).

HOMO-LUMO gap = 8.228 eV
spin multiplicity = 1

Each line ends with the Mulliken charge.
Positions of all 13 atoms, in Å:
C -0.68761 1.33525 -1.62567  -0.1885
C -0.01896 0.39633 -0.58882  0.6442
C 1.20267 -0.23091 -0.74421  -0.5056
C 1.44421 -0.88864 0.73095  0.3385
C 0.22243 -0.74275 1.55554  -0.2495
C -0.74893 0.05548 0.53902  0.1811
H 0.02894 2.50807 -2.22064  0.2339
H 2.03028 -0.14332 -1.53627  0.3690
H 0.10577 -1.89898 1.35121  0.1920
H 0.47788 -0.25778 2.56383  0.3192
O -2.00606 1.15209 -1.69780  -0.4061
O 2.48457 -1.32175 1.16413  -0.5253
O -1.86923 0.20009 0.61380  -0.4028

#Q
Entry from the Open Molecules 2025 dataset: the molecule C6H4O3 (ωB97M-V/def2-TZVPD).

HOMO-LUMO gap = 7.491 eV
structure (SMILES) = C=CC(=C=O)OC#CO
spin multiplicity = 1

Each line ends with the Mulliken charge.
Positions of all 13 atoms, in Å:
C -2.06559 -0.36353 -2.34076  0.2819
C -1.10339 -1.06845 -2.02755  -0.1201
C -1.51123 0.77492 -0.64647  0.7515
C 1.47450 -0.44774 1.17848  -0.6552
C 0.38656 0.25356 0.85866  -0.3373
C -0.52611 -0.01455 -0.30069  0.1769
O -2.25293 1.64905 -0.58260  -0.4130
O -0.13863 -1.12391 -1.11668  -0.3376
O -3.22994 -0.31365 -2.99617  -0.4431
H 2.33990 -0.33198 1.83900  0.2798
H 1.41120 -1.31396 0.59425  0.2549
H 0.08502 1.11984 1.54150  0.1884
H -3.18231 0.44775 -3.59999  0.3728

Energies relative to the minimum, eV: #P 0.000; #Q 1.531